1.
{"formula": "C16H30FN2O5", "method": "ωB97M-V/def2-TZVPD", "species": ["C", "C", "C", "O", "C", "O", "C", "O", "N", "C", "C", "O", "F", "H", "H", "H", "H", "H", "H", "H", "H", "H", "H", "H", "H", "C", "C", "C", "C", "C", "C", "N", "O", "C", "C", "C", "H", "H", "H", "H", "H", "H", "H", "H", "H", "H", "H", "H", "H", "H", "H", "H", "H", "H"], "xyz": [[-2.9362, 0.8063, -2.8089], [-1.6414, -0.0856, -3.1661], [-0.2462, 0.6694, -2.7770], [0.7377, 0.2297, -3.7480], [2.0665, 0.5958, -3.3608], [2.8036, -0.4372, -2.6434], [2.1606, -1.7129, -2.6674], [1.1898, -2.0710, -1.9206], [2.6923, -2.7557, -3.5895], [2.1970, -2.5075, -4.9800], [3.2008, -1.5088, -5.7369], [4.4056, -1.3918, -5.4312], [2.6979, -0.7372, -6.8296], [-3.8022, 0.4258, -3.4760], [-2.7224, 1.9311, -2.9843], [-3.2043, 0.7302, -1.6867], [-1.6792, -0.2692, -4.3107], [-1.6572, -1.1022, -2.6406], [-0.4876, 1.7922, -2.8254], [-0.0111, 0.3706, -1.6990], [2.6492, 0.8349, -4.3339], [2.0405, 1.5820, -2.7616], [2.3826, -3.6930, -3.2618], [2.0088, -3.4899, -5.5619], [1.1495, -2.0224, -4.8731], [-1.4765, -0.0010, 4.9652], [-1.7201, -0.0340, 3.4316], [-0.9925, -1.2511, 2.8166], [0.5203, -1.0777, 2.7409], [0.8900, 0.2251, 2.0448], [0.1897, 1.4578, 2.6515], [-1.2842, 1.2604, 2.8192], [-1.8592, 1.3440, 1.5781], [0.8338, 1.8007, 4.0164], [0.5244, 2.6949, 1.7762], [-3.2505, -0.2573, 3.3056], [-2.2563, -0.5376, 5.5140], [-0.5362, -0.4724, 5.2567], [-1.4873, 1.0217, 5.3529], [-1.3692, -1.4335, 1.8014], [-1.2236, -2.1551, 3.3907], [0.9634, -1.1095, 3.7428], [0.9567, -1.9206, 2.1954], [1.9774, 0.3528, 2.0798], [0.6319, 0.1372, 0.9807], [0.3016, 2.6221, 4.5059], [1.8732, 2.1185, 3.8889], [0.8710, 0.9599, 4.7072], [0.2354, 2.5614, 0.7307], [1.6009, 2.8891, 1.7758], [0.0279, 3.5919, 2.1580], [-3.8046, 0.5764, 3.7486], [-3.5519, -1.1704, 3.8281], [-3.5802, -0.3775, 2.2706]], "forces_ev_per_a": [[0.3534, -0.2180, 0.3630], [0.2508, 0.5394, -0.2760], [-2.7042, -0.7024, 0.2031], [1.2256, 0.8423, 1.5869], [-0.1602, 1.7622, -1.5062], [-2.0164, -2.1999, -0.6229], [-2.8663, -2.3455, 1.9095], [4.3982, 2.3433, -2.6374], [-0.5423, 1.3706, 0.1930], [-1.2710, 0.8860, -0.3214], [4.2587, 0.1662, 0.6061], [-5.6677, -0.3092, -1.5669], [0.4481, -1.7657, 2.2696], [1.2757, 0.8836, 1.3212], [-0.4419, -1.8856, -0.0471], [0.2965, -0.0399, -1.8575], [0.3731, 0.3122, 1.8855], [-0.0926, 1.4337, -0.7841], [0.9069, -1.4609, -0.1408], [0.1490, 0.4298, -1.5363], [-0.9011, -0.6728, 1.5384], [0.1918, -1.8257, -0.4528], [0.0553, 1.3019, -0.1909], [0.8109, 1.6834, 0.8907], [1.6595, -0.5093, -0.7330], [0.2258, 0.1174, 0.2561], [-0.8137, -0.8739, 1.6555], [0.1660, 0.1515, -0.3811], [0.0561, -0.0574, 0.1261], [-0.3124, -0.2759, -0.2188], [1.6362, 1.0954, 0.6966], [-0.7701, -1.2434, -4.2315], [0.8696, 0.3475, 2.6136], [-0.0230, -0.2090, 0.2965], [-0.6487, -0.1912, -0.2949], [0.0764, 0.3989, -0.6573], [0.0229, -0.0129, -0.3026], [0.0189, 0.1461, -0.0461], [0.0475, -0.0961, -0.1169], [-0.0610, 0.1947, 0.1016], [-0.1503, 0.2258, 0.0893], [-0.0625, 0.0321, -0.0362], [-0.0410, 0.0805, 0.0418], [-0.1427, 0.2424, 0.0689], [-0.1139, 0.1262, 0.1314], [-0.0099, -0.1063, -0.0870], [-0.1729, -0.0242, -0.2237], [-0.1102, 0.0396, -0.0321], [-0.1627, -0.0527, 0.1816], [-0.1048, -0.2314, 0.2275], [-0.0202, -0.1226, -0.0245], [0.1064, -0.0425, -0.0663], [0.3350, 0.1200, 0.0702], [0.1696, 0.2018, 0.0687]], "nbo_charge": [-0.6314, -0.4202, -0.0873, -0.5540, 0.2167, -0.5463, 0.9153, -0.5774, -0.6569, -0.3585, 0.8443, -0.5041, -0.3554, 0.2191, 0.2063, 0.2213, 0.2081, 0.2172, 0.1776, 0.2019, 0.1799, 0.1809, 0.4022, 0.2591, 0.2419, -0.6270, 0.1056, -0.4174, -0.4024, -0.4203, 0.1083, -0.0266, -0.3582, -0.6264, -0.6025, -0.6014, 0.2178, 0.2044, 0.2217, 0.2157, 0.2166, 0.1925, 0.2216, 0.2181, 0.2160, 0.2172, 0.2155, 0.2102, 0.2226, 0.2095, 0.2175, 0.2166, 0.2084, 0.2261], "total_charge": 0, "homo_lumo_gap_ev": [9.5, 9.5], "lumo_energy_ha": [0.019, -0.006], "relative_energy_kcal_mol": 50.1, "spin_multiplicity": 2, "s_squared": 0.755, "energy_ha": -1213.06000}

=====

2.
{"formula": "C28H42MnN2O9P2", "method": "ωB97M-V/def2-TZVPD", "species": ["Mn", "C", "O", "C", "C", "C", "C", "C", "C", "N", "N", "C", "O", "C", "C", "C", "C", "C", "C", "C", "O", "H", "H", "H", "H", "H", "H", "H", "H", "H", "H", "H", "H", "C", "C", "C", "O", "P", "O", "C", "P", "O", "O", "C", "C", "C", "O", "C", "C", "C", "O", "C", "C", "C", "H", "H", "H", "H", "H", "H", "H", "H", "H", "H", "H", "H", "H", "H", "H", "H", "H", "H", "H", "H", "H", "H", "H", "H", "H", "H", "H", "H", "H", "H"], "xyz": [[-0.8401, 0.7730, -1.8368], [-5.2806, 0.1149, -1.5402], [-5.4655, 1.1693, -2.4814], [-4.7773, 2.3340, -2.2376], [-5.5146, 3.4901, -2.1459], [-4.8957, 4.7259, -1.9447], [-3.5284, 4.7651, -1.8267], [-2.7414, 3.6050, -1.9262], [-1.3150, 3.7978, -1.7680], [-0.4403, 2.8760, -1.8379], [0.8745, 3.2458, -1.6126], [1.6419, 2.1918, -1.5889], [1.2603, 0.9670, -1.7488], [3.0854, 2.4250, -1.2891], [3.9761, 1.3578, -1.3341], [5.3172, 1.5411, -1.0232], [5.7800, 2.7971, -0.6618], [4.8967, 3.8687, -0.6209], [3.5583, 3.6862, -0.9329], [-3.3570, 2.3425, -2.1653], [-2.7170, 1.2277, -2.3493], [-6.1250, -0.5619, -1.6676], [-5.2832, 0.5008, -0.5160], [-4.3480, -0.4129, -1.7179], [-6.5922, 3.4086, -2.2309], [-5.4862, 5.6307, -1.8804], [-3.0240, 5.7113, -1.6592], [-0.9693, 4.8126, -1.5567], [3.6041, 0.3869, -1.6342], [6.0028, 0.7033, -1.0676], [6.8252, 2.9438, -0.4192], [5.2551, 4.8530, -0.3445], [2.8590, 4.5120, -0.9059], [0.7469, 3.0798, 1.7840], [0.7213, 1.8779, 2.6984], [1.6854, 1.9767, 3.8570], [1.1270, 0.6911, 1.9332], [0.0484, -0.1813, 1.1914], [-0.9657, 0.5536, 0.4045], [1.1160, -1.2697, 0.2350], [0.2327, -2.2068, -1.0184], [-0.6432, -1.3864, -1.8899], [1.2841, -2.9514, -1.9128], [2.4271, -3.7877, -1.5795], [2.1557, -4.7255, -0.4197], [3.6499, -2.9160, -1.3757], [-0.5299, -3.2781, -0.1532], [-1.8750, -3.8079, -0.4211], [-2.9113, -2.7612, -0.0694], [-1.9883, -4.3319, -1.8372], [-0.6817, -1.0453, 2.2967], [0.0293, -1.7550, 3.3494], [-0.4296, -1.1858, 4.6746], [-0.2711, -3.2321, 3.2113], [0.4573, 3.9721, 2.3431], [0.0567, 2.9508, 0.9503], [1.7509, 3.2277, 1.3805], [-0.2948, 1.7045, 3.0634], [2.7010, 2.1201, 3.4840], [1.6603, 1.0757, 4.4720], [1.4224, 2.8307, 4.4838], [1.6479, -1.9457, 0.9097], [1.8200, -0.6180, -0.2880], [2.5578, -4.3768, -2.4849], [2.0331, -4.1839, 0.5215], [3.0077, -5.3982, -0.3081], [1.2613, -5.3237, -0.5924], [3.5883, -2.3492, -0.4440], [3.7589, -2.2170, -2.2057], [4.5420, -3.5429, -1.3292], [-1.9339, -4.6392, 0.2804], [-2.8365, -1.9046, -0.7404], [-2.7752, -2.4136, 0.9557], [-3.9105, -3.1909, -0.1652], [-1.9444, -3.5155, -2.5600], [-2.9457, -4.8424, -1.9519], [-1.1929, -5.0478, -2.0545], [1.1008, -1.5730, 3.2261], [-1.5043, -1.3384, 4.7936], [-0.2234, -0.1165, 4.7305], [0.0880, -1.6826, 5.4976], [-1.3443, -3.4061, 3.3228], [0.2538, -3.7923, 3.9880], [0.0335, -3.6106, 2.2351]], "forces_ev_per_a": [[-0.1611, -0.1119, 0.1545], [-0.0456, 0.1777, -0.0682], [0.0133, -0.1851, 0.0544], [-0.0877, 0.0379, 0.0283], [-0.0246, 0.0342, 0.0627], [-0.0457, 0.0570, -0.0269], [0.0041, 0.0252, 0.0088], [-0.1304, 0.0324, 0.0526], [-0.2516, 0.3178, -0.0305], [0.1692, -0.3198, 0.0255], [0.1283, 0.1110, -0.0362], [-0.0147, -0.0623, 0.0829], [0.0917, -0.0212, -0.0255], [0.0786, -0.0161, -0.0075], [0.0381, -0.0046, -0.0077], [-0.0364, -0.0348, -0.0096], [0.0100, 0.0022, -0.0053], [-0.0311, 0.0439, 0.0072], [0.0122, 0.0455, 0.0143], [-0.0424, 0.1147, -0.1374], [0.1682, -0.1624, 0.1000], [0.0074, 0.0154, -0.0141], [-0.0042, 0.0235, -0.0145], [0.0898, -0.0164, -0.0349], [0.0299, 0.0077, -0.0086], [0.0208, -0.0280, 0.0097], [-0.0193, -0.0241, 0.0009], [-0.0116, 0.0020, -0.0450], [-0.0046, -0.0111, 0.0081], [-0.0124, 0.0054, -0.0032], [-0.0088, -0.0007, 0.0009], [-0.0128, -0.0177, -0.0062], [0.0285, -0.0246, -0.0024], [-0.0153, 0.0213, -0.0608], [0.0116, 0.0261, -0.0102], [0.0267, 0.0319, 0.0407], [0.0160, 0.0132, 0.0024], [0.0424, 0.0883, 0.0475], [0.0476, -0.1409, -0.0798], [-0.0450, -0.0836, 0.0221], [-0.0403, 0.0063, -0.0665], [0.0794, -0.0009, 0.0368], [0.0327, -0.0373, 0.0004], [-0.0288, 0.0402, 0.0587], [-0.0116, -0.0068, 0.0300], [0.0067, 0.0444, 0.0129], [-0.0657, -0.0337, -0.0389], [-0.0011, 0.0462, 0.0115], [0.0176, 0.0442, -0.0042], [0.0434, 0.0147, -0.0488], [-0.0651, -0.1111, 0.0220], [-0.0117, 0.0431, -0.0162], [-0.0297, 0.0331, 0.0257], [-0.0301, -0.0591, -0.0256], [0.0099, -0.0257, -0.0102], [0.0373, 0.0212, 0.0512], [-0.0334, -0.0051, 0.0163], [-0.0290, -0.0187, 0.0085], [-0.0169, -0.0091, 0.0082], [0.0318, 0.0375, -0.0212], [0.0120, -0.0248, -0.0228], [-0.0130, 0.0379, -0.0396], [0.0169, 0.0475, -0.0245], [0.0043, -0.0275, -0.0564], [-0.0016, -0.0266, -0.0372], [-0.0203, 0.0173, -0.0083], [0.0273, 0.0235, 0.0112], [0.0140, -0.0187, -0.0452], [0.0025, -0.0208, 0.0342], [-0.0245, 0.0124, -0.0038], [-0.0042, -0.0343, 0.0417], [-0.0098, -0.0360, 0.0267], [-0.0036, -0.0017, -0.0299], [0.0342, -0.0005, 0.0073], [0.0043, -0.0382, 0.0271], [0.0151, 0.0145, 0.0028], [-0.0271, 0.0331, -0.0003], [0.0244, 0.0107, -0.0032], [0.0464, 0.0057, -0.0061], [-0.0258, -0.0494, 0.0134], [-0.0208, 0.0163, -0.0350], [0.0506, 0.0132, 0.0059], [-0.0286, 0.0278, -0.0248], [0.0032, 0.0265, 0.0269]], "lowdin_spin": [4.6696, 0.0000, 0.0005, 0.0032, 0.0028, 0.0036, 0.0022, 0.0052, 0.0191, 0.0415, 0.0054, 0.0054, 0.0506, 0.0013, 0.0005, 0.0000, 0.0001, 0.0001, 0.0004, 0.0094, 0.0710, 0.0000, 0.0000, -0.0002, 0.0001, 0.0002, 0.0002, 0.0024, 0.0002, 0.0000, 0.0000, 0.0000, 0.0002, 0.0001, 0.0002, 0.0000, 0.0010, 0.0060, 0.0398, -0.0001, 0.0072, 0.0444, 0.0013, 0.0004, 0.0000, 0.0001, 0.0018, 0.0001, -0.0001, 0.0003, 0.0016, 0.0005, 0.0000, 0.0001, 0.0000, 0.0001, 0.0000, 0.0001, 0.0000, 0.0000, 0.0000, -0.0001, 0.0000, 0.0000, 0.0000, 0.0000, 0.0000, 0.0000, 0.0000, 0.0000, 0.0000, 0.0000, 0.0000, 0.0000, 0.0001, 0.0000, 0.0000, 0.0000, 0.0000, 0.0000, 0.0000, 0.0000, 0.0000, 0.0000], "total_charge": 0, "homo_lumo_gap_ev": [7.0, 7.1], "lumo_energy_ha": [0.010, 0.010], "relative_energy_kcal_mol": 0.0, "spin_multiplicity": 6, "s_squared": 8.754, "energy_ha": -3712.82127}